The following is a DFT calculation (wB97M-V/def2-TZVPD) of a molecular structure, C47H54O3P2S5Se2Tl at a distorted geometry.

Cartesian coordinates (Å):
Tl (-1.32800, 0.06385, -0.25251)
S (-3.37126, -0.48953, 1.99416)
P (-1.63129, -0.25177, 2.94157)
C (-0.29757, 0.30447, 2.00306)
P (-0.09058, 1.99314, 1.86221)
S (-1.55830, 3.05722, 1.01912)
C (0.50850, 2.80750, 3.41189)
C (1.62856, 2.31986, 4.08517)
C (2.02642, 2.88577, 5.29243)
C (1.28586, 3.92874, 5.86267)
C (0.16698, 4.42159, 5.19504)
C (-0.21585, 3.84216, 3.97571)
C (1.45736, 2.12604, 0.84895)
C (1.77891, 3.36413, 0.46220)
C (2.84306, 3.79430, -0.49068)
C (3.52731, 1.98049, -1.45792)
C (2.92642, 0.82269, -0.68794)
C (2.12441, 0.89648, 0.37301)
C (-1.94950, 0.80484, 4.41947)
C (-3.00371, 1.72311, 4.38089)
C (-3.23433, 2.58008, 5.45325)
C (-2.41641, 2.53829, 6.56891)
C (-1.34537, 1.64718, 6.60490)
C (-1.09971, 0.79552, 5.52482)
C (-1.16163, -1.86516, 3.72936)
C (0.12653, -2.40007, 3.58648)
C (0.42081, -3.65497, 4.12423)
C (-0.56255, -4.39922, 4.78111)
C (-1.84615, -3.86585, 4.92995)
C (-2.12957, -2.60673, 4.40730)
H (2.19176, 1.49617, 3.65635)
H (2.90728, 2.50834, 5.82032)
H (1.56664, 4.33540, 6.81952)
H (-0.39614, 5.23827, 5.62856)
H (-1.09137, 4.19812, 3.45408)
H (1.14240, 4.17696, 0.79179)
H (3.00071, 4.87415, -0.51031)
H (4.18940, 1.64897, -2.25123)
H (3.35182, -0.12920, -0.99491)
H (1.85292, -0.03462, 0.84906)
H (-3.64891, 1.71493, 3.52651)
H (-4.07556, 3.26883, 5.40564)
H (-2.66358, 3.15568, 7.42194)
H (-0.70317, 1.61636, 7.46486)
H (-0.26865, 0.09882, 5.56437)
H (0.86426, -1.80623, 3.05115)
H (1.42107, -4.04920, 3.99043)
H (-0.34028, -5.39248, 5.13735)
H (-2.61630, -4.41215, 5.46311)
H (-3.13434, -2.17853, 4.50774)
C (-3.59931, 3.01444, -4.03955)
Se (-2.67418, 1.57547, -3.07996)
C (-3.62547, 0.08076, -3.94065)
C (-4.31597, -0.82155, -2.92455)
Se (-3.04041, -2.06026, -2.06548)
C (-3.91594, -3.77766, -2.61427)
H (-3.35539, 2.98630, -5.11465)
H (-3.20865, 3.93232, -3.58218)
H (-4.68094, 2.94789, -3.86080)
H (-2.93794, -0.48647, -4.56830)
H (-4.36473, 0.57022, -4.60046)
H (-5.07408, -1.45169, -3.37278)
H (-4.74140, -0.23816, -2.12002)
H (-4.90431, -3.90448, -2.16299)
H (-3.23406, -4.58578, -2.27108)
H (-4.02744, -3.86306, -3.68776)
O (0.38643, -1.61556, -1.68625)
S (1.25514, -1.56800, -2.90209)
C (0.33435, -0.71764, -4.27760)
C (1.37318, 0.05829, -5.10135)
C (2.02266, 1.23775, -4.37360)
C (1.03631, 2.40254, -4.18929)
S (0.86047, 2.89976, -2.40355)
O (0.45189, 1.55710, -1.86865)
C (2.60880, 3.18297, -1.92159)
C (3.24788, 4.03787, -2.96150)
C (4.48797, 4.54062, -2.98293)
C (5.52375, 4.36195, -1.96838)
C (5.36685, 3.66264, -0.84303)
C (4.12982, 2.95918, -0.40140)
C (1.20803, -3.24878, -3.40573)
C (2.41378, -3.90674, -3.61200)
C (2.38424, -5.29073, -3.79522)
C (1.17748, -5.96292, -3.70746)
C (-0.02464, -5.30456, -3.40992)
C (-0.00430, -3.93712, -3.25645)
H (-0.40021, -0.09857, -3.74894)
H (-0.18093, -1.44118, -4.90991)
H (0.93171, 0.43720, -6.02401)
H (2.13970, -0.66399, -5.39218)
H (2.91594, 1.58262, -4.91097)
H (2.33646, 0.89944, -3.39769)
H (0.02414, 2.06729, -4.36148)
H (1.23719, 3.23515, -4.86770)
H (2.61457, 4.33885, -3.79140)
H (4.74967, 5.17647, -3.83783)
H (6.49370, 4.81172, -2.15165)
H (6.23775, 3.61041, -0.16976)
H (4.26323, 2.47984, 0.54674)
H (3.34424, -3.33889, -3.59171)
H (3.28122, -5.84462, -4.00973)
H (1.15203, -7.03152, -3.86354)
H (-0.95615, -5.85016, -3.31581)
H (-0.87904, -3.35610, -3.01159)
C (-2.81573, -3.98151, 1.16989)
S (-1.38174, -3.65535, 0.09364)
C (-0.39661, -5.18423, 0.44164)
O (-0.60218, -2.54312, 0.74626)
H (-2.40731, -4.24746, 2.14218)
H (-3.45186, -4.78251, 0.76804)
H (-3.35268, -3.03170, 1.22985)
H (-0.14398, -5.15243, 1.52200)
H (0.51346, -5.10945, -0.14866)
H (-0.93574, -6.08583, 0.17263)

As for the highest occupied orbital energy: -0.113 hartree. The relative energy (zero: lowest compared OMol25 entry of this formula, charge and spin) is 3.5438 eV. The LUMO energy is 1.92 eV. Its total charge is -1. Its total energy is -9697.95351 a.u. The calculation puts the HOMO-LUMO gap at 0.183 hartree.

***

The following is a DFT calculation (wB97M-V/def2-TZVPD) of C4H6N4O in the gas phase at a distorted geometry.

Cartesian coordinates (Å):
C (0.13745, 0.02121, 1.06062)
C (0.62613, 1.33031, 0.50296)
C (0.96468, -0.96549, 0.25947)
C (-1.82559, 0.09360, -1.16838)
N (1.76330, -0.27743, -0.58385)
N (-2.09974, -0.20548, 0.00618)
N (1.55056, 0.99748, -0.37673)
N (0.75970, -2.19883, 0.20679)
O (-1.28314, -0.35400, 1.00396)
H (0.27631, -0.04880, 2.23213)
H (0.21665, 2.34587, 0.57384)
H (-0.88528, 0.30971, -1.68731)
H (-2.57022, 0.22379, -1.87163)
H (2.24251, 1.52329, -0.88642)
H (0.12666, -2.79523, 0.72839)

As for the highest occupied orbital energy (alpha / beta): -0.303 / -0.303 hartree. The relative energy (zero: lowest compared OMol25 entry of this formula, charge and spin) is 5.6964 eV. The LUMO energy (alpha / beta) is -0.40 / -0.40 eV. Its total energy is -450.07931 a.u. The calculation puts the HOMO-LUMO gap (alpha / beta) at 0.289 / 0.288 hartree.

***

Among the records above, which one has the highest relative energy (zero: lowest compared OMol25 entry of this formula, charge and spin)? C4H6N4O